{
  "formula": "C10H40O10",
  "method": "ωB97M-V/def2-TZVPD",
  "s2": 0.750,
  "lumo_energy_ha": [0.087, 0.085],
  "homo_energy_ev": [0.36, -7.13],
  "multiplicity": 2,
  "e_above_lowest_kj_mol": 153.3,
  "total_charge": -1,
  "symbols": ["C", "O", "H", "H", "H", "H", "C", "O", "H", "H", "H", "H", "C", "O", "H", "H", "H", "H", "C", "O", "H", "H", "H", "H", "C", "O", "H", "H", "H", "H", "C", "O", "H", "H", "H", "H", "C", "O", "H", "H", "H", "H", "C", "O", "H", "H", "H", "H", "C", "O", "H", "H", "H", "H", "C", "O", "H", "H", "H", "H"],
  "positions_angstrom": [[0.091210, 8.009340, 10.245130], [-1.156740, 8.665260, 9.981910], [0.405830, 7.166760, 9.629350], [0.946820, 8.684530, 10.232910], [-0.100440, 7.525760, 11.203000], [-1.298350, 8.744610, 9.035730], [0.736930, 3.475970, 8.984980], [0.221850, 2.421620, 9.849000], [1.722510, 3.153090, 8.649590], [0.092090, 3.648620, 8.123310], [0.857740, 4.382530, 9.578000], [0.233690, 1.696140, 9.220400], [1.555530, -2.088810, 10.177600], [0.896960, -0.931410, 10.573100], [1.739010, -2.806270, 10.977410], [1.182570, -2.693260, 9.350780], [2.511160, -1.636760, 9.912030], [0.503030, -0.579660, 9.771420], [0.801050, 6.355750, 7.117250], [2.124730, 6.370220, 7.535030], [0.250230, 6.109820, 8.025110], [0.526520, 7.292860, 6.632940], [0.561590, 5.517570, 6.462870], [2.712970, 6.014370, 6.865000], [3.204950, 1.279870, 12.208610], [2.737310, 2.517220, 11.725960], [3.051600, 0.578750, 11.388230], [4.268190, 1.235270, 12.444480], [2.639330, 0.843190, 13.031690], [1.945170, 2.378840, 11.201590], [1.984830, 1.725440, 5.268940], [1.325920, 2.422680, 4.246560], [1.472590, 1.768180, 6.230130], [1.890670, 0.663340, 5.042730], [3.073820, 1.724340, 5.222040], [1.946450, 2.779760, 3.607000], [-0.292400, 5.244450, 13.056350], [-1.021390, 6.316910, 13.583190], [0.271840, 4.774960, 13.862150], [-1.085520, 4.576410, 12.720490], [0.347390, 5.446640, 12.197350], [-1.618490, 6.592000, 12.883620], [-1.432500, 0.669640, 7.776280], [-0.111740, 0.254190, 8.123500], [-1.400980, 1.153590, 6.800120], [-2.133400, -0.156280, 7.897510], [-1.658560, 1.396910, 8.556070], [0.098200, -0.393220, 7.446460], [4.276280, 2.027710, 8.666110], [5.488410, 1.648020, 7.982120], [3.700470, 2.507470, 7.874680], [3.791980, 1.103680, 8.981920], [4.301750, 2.690070, 9.531400], [6.006660, 1.193580, 8.650340], [3.043280, 5.893380, 11.334550], [3.701900, 4.913690, 12.095000], [3.703680, 6.285280, 10.561000], [2.167070, 5.504850, 10.815520], [2.767660, 6.711810, 11.999620], [3.378990, 4.011790, 12.032530]],
  "atomic_forces_ev_per_a": [[-0.313, -0.461, 0.633], [0.406, -0.332, -0.466], [-0.611, 0.175, -0.613], [-0.139, 0.235, 0.393], [0.623, 0.448, 0.348], [0.108, 0.012, -0.094], [0.150, -0.639, 0.902], [0.517, 1.426, -0.471], [0.065, 0.297, -0.258], [-0.092, 0.026, 0.039], [-0.167, -0.020, -0.076], [-0.077, -1.040, 0.120], [2.083, -0.039, -0.089], [-1.660, -0.008, 0.785], [-0.271, 0.282, 0.481], [-0.525, 0.497, -0.240], [0.818, -1.151, -0.573], [-0.436, 0.440, -0.313], [-0.632, -0.850, 0.073], [1.353, 0.053, 0.264], [-0.548, 0.604, -0.224], [-0.327, 0.085, 0.160], [0.163, 0.017, -0.396], [-0.071, 0.003, -0.079], [-0.367, -1.525, -1.028], [0.421, 0.381, 0.683], [0.184, -0.420, 0.047], [-0.033, 0.754, 0.035], [-0.144, 0.478, 0.307], [-0.526, -0.194, -0.239], [0.240, -2.389, -0.636], [-0.441, 1.028, -0.248], [0.418, 0.851, 0.096], [-0.477, -0.535, -0.009], [0.175, 1.210, 0.634], [0.098, -0.115, 0.190], [-0.848, -1.260, -0.123], [0.182, 1.380, 0.227], [0.061, 0.092, -0.166], [0.527, -0.897, -0.219], [0.186, 0.396, 0.150], [-0.132, 0.249, 0.124], [0.121, 0.573, 1.094], [-0.220, 0.270, 0.327], [-0.458, -0.221, -0.104], [-0.085, 0.008, -0.519], [-0.438, 0.232, -0.228], [0.897, -0.908, -0.693], [-0.304, -0.616, -1.113], [-0.010, 0.579, 1.007], [-0.295, -0.062, 0.247], [-0.458, 0.057, -0.005], [0.778, 0.176, -0.034], [0.315, -0.127, -0.142], [0.170, -0.484, 0.006], [1.011, 0.971, 0.633], [0.126, 0.086, -0.093], [-0.188, 0.030, 0.075], [-0.237, 0.122, -0.063], [-0.664, -0.232, -0.527]],
  "mulliken_spin": [0.032, -0.013, -0.018, 0.000, 0.006, 0.002, -0.191, 0.348, 0.127, 0.131, 0.011, 0.286, 0.484, -0.161, -0.020, -0.049, -0.026, 0.245, 0.102, -0.058, -0.006, 0.010, -0.040, 0.024, 0.042, -0.058, 0.043, -0.006, -0.009, 0.028, 1.380, -0.374, -0.411, -0.268, -0.001, 0.082, 0.001, -0.005, 0.003, -0.003, 0.015, 0.000, 1.006, -3.339, -0.245, -0.045, 0.218, 1.568, 0.021, -0.133, 0.054, 0.064, 0.150, -0.016, 0.010, -0.010, -0.002, 0.005, 0.001, 0.011]
}



{
  "formula": "C10H40O10",
  "method": "ωB97M-V/def2-TZVPD",
  "smiles": "CO.CO.CO.CO.CO.CO.CO.CO.CO.CO",
  "lumo_energy_ha": 0.005,
  "homo_energy_ev": -9.62,
  "e_above_lowest_kj_mol": 405.7,
  "total_charge": 0,
  "symbols": ["C", "O", "H", "H", "H", "H", "C", "O", "H", "H", "H", "H", "C", "O", "H", "H", "H", "H", "C", "O", "H", "H", "H", "H", "C", "O", "H", "H", "H", "H", "C", "O", "H", "H", "H", "H", "C", "O", "H", "H", "H", "H", "C", "O", "H", "H", "H", "H", "C", "O", "H", "H", "H", "H", "C", "O", "H", "H", "H", "H"],
  "positions_angstrom": [[-1.047226, -3.633883, -3.182652], [-2.212359, -3.048488, -3.721082], [-1.257538, -4.514752, -2.576065], [-0.446132, -3.992218, -4.018344], [-0.454752, -2.887558, -2.653421], [-2.913950, -3.703706, -3.728963], [3.363038, 1.391896, 4.612260], [3.206392, 0.766144, 3.360456], [3.836861, 2.364644, 4.480492], [2.425793, 1.468726, 5.163402], [4.016577, 0.776124, 5.230172], [2.645474, 1.383309, 2.884976], [1.640837, 3.857398, 1.596301], [1.475649, 2.465362, 1.897602], [1.287325, 4.070286, 0.587438], [1.134080, 4.521936, 2.296072], [2.713187, 4.036912, 1.673476], [0.555598, 2.366684, 2.153272], [0.034229, 0.103548, -0.372035], [1.343128, 0.537697, -0.622485], [-0.101339, -0.362622, 0.603882], [-0.739464, 0.866727, -0.456122], [-0.247115, -0.600222, -1.155396], [1.650237, 1.114280, 0.080961], [1.847412, -0.362054, -4.109383], [1.508437, 0.869985, -3.423145], [2.382765, -0.154508, -5.035893], [2.420237, -0.995077, -3.431706], [0.918753, -0.878360, -4.352520], [1.232632, 0.755085, -2.510818], [-2.953857, 2.168370, 0.157009], [-2.753607, 1.197288, 1.160294], [-2.274130, 3.015570, 0.248167], [-2.920297, 1.861693, -0.888417], [-3.932910, 2.618199, 0.322010], [-3.236359, 0.465233, 0.769590], [-2.425964, -2.787973, 1.973335], [-2.417800, -4.106353, 2.552523], [-1.542470, -2.599609, 1.363353], [-3.379571, -2.808654, 1.445793], [-2.545755, -2.050493, 2.766977], [-1.905556, -4.145443, 3.363498], [-1.339935, 2.259363, -3.821173], [-2.194771, 3.181872, -3.163950], [-0.345198, 2.667667, -3.999728], [-1.189710, 1.386897, -3.185301], [-1.767521, 1.900461, -4.757369], [-3.024916, 2.719577, -3.026972], [-0.568377, 0.783633, 3.787464], [-0.916997, 1.995905, 3.147040], [0.323591, 0.302852, 3.385779], [-0.486147, 0.884989, 4.869620], [-1.353447, 0.029771, 3.728667], [-1.711908, 1.838111, 2.632443], [2.195663, -3.505467, -0.760771], [3.454988, -3.313059, -1.425287], [1.441416, -2.934708, -1.302482], [1.895990, -4.552812, -0.723778], [2.167238, -3.104959, 0.252583], [3.489551, -3.951218, -2.141652]],
  "atomic_forces_ev_per_a": [[0.373, -0.462, -0.742], [-0.491, 0.346, 0.264], [-0.021, 0.212, 0.391], [0.356, -0.053, -0.027], [-0.250, -0.050, 0.174], [0.027, 0.038, -0.047], [0.506, -0.392, 0.294], [-0.065, -0.153, 0.255], [-0.084, 0.226, 0.266], [-0.220, 0.264, -0.030], [0.125, -0.009, -0.083], [-0.285, 0.047, -0.711], [0.609, -0.331, -0.068], [0.245, 0.513, -0.359], [0.083, 0.080, -0.072], [-0.127, -0.202, 0.164], [-0.076, 0.237, -0.207], [-0.712, -0.372, 0.428], [-0.767, -0.172, -0.080], [0.005, -0.152, -0.310], [0.187, -0.162, 0.098], [0.253, 0.537, 0.111], [0.266, -0.342, 0.045], [-0.047, 0.269, 0.337], [-0.894, 0.636, 1.409], [0.432, 0.043, -1.591], [0.060, 0.233, 0.278], [0.293, -0.130, -0.223], [-0.054, -0.233, -0.225], [0.414, -0.509, 0.286], [-0.710, 2.094, -0.059], [0.100, -0.505, -0.822], [0.403, -0.325, 0.197], [0.299, -0.626, 0.182], [-0.278, 0.057, -0.179], [0.069, -0.647, 0.731], [-0.772, -1.014, 1.078], [0.170, 0.022, -0.217], [-0.165, 0.072, -0.134], [0.362, 0.417, -0.604], [0.283, 0.280, -0.066], [0.139, 0.243, -0.076], [0.181, -0.637, 0.174], [0.026, 0.258, -0.035], [-0.305, 0.299, 0.062], [0.118, -0.195, 0.034], [0.015, 0.133, -0.195], [-0.119, 0.159, -0.039], [-0.485, -0.990, 0.566], [0.346, 0.096, 0.222], [0.252, 0.359, -0.060], [0.445, 0.565, -0.005], [-0.313, 0.038, -0.496], [-0.213, -0.142, -0.275], [-0.147, 0.368, -0.587], [-0.359, -0.176, 0.738], [-0.283, -0.089, -0.091], [0.067, -0.078, 0.005], [0.673, -0.022, -0.036], [0.058, 0.032, -0.034]],
  "nbo_charge": [-0.247, -0.726, 0.168, 0.162, 0.174, 0.468, -0.249, -0.741, 0.159, 0.153, 0.175, 0.488, -0.255, -0.788, 0.173, 0.176, 0.186, 0.504, -0.252, -0.744, 0.166, 0.161, 0.173, 0.503, -0.250, -0.768, 0.183, 0.177, 0.154, 0.492, -0.274, -0.739, 0.195, 0.177, 0.170, 0.481, -0.253, -0.733, 0.172, 0.184, 0.164, 0.467, -0.251, -0.724, 0.207, 0.153, 0.160, 0.454, -0.263, -0.759, 0.183, 0.179, 0.167, 0.507, -0.250, -0.718, 0.154, 0.164, 0.187, 0.463]
}